Entry from OMol25: a structure of composition C57H46AgBBrF4NO4PTe (ωB97M-V/def2-TZVPD).

Summary:
E = -6310.18548 a.u.
net charge = -1
lowest unoccupied orbital energy = 1.9 eV
relative energy (zero: lowest compared OMol25 entry of this formula, charge and spin) = 111.3 kJ/mol
maximum force = 0.7 eV/Å

XYZ file:
```
117
C57H46AgBBrF4NO4PTe (ωB97M-V/def2-TZVPD)
Ag -0.0933 -1.0469 0.7787
F 6.2825 -6.6356 0.9822
C 5.5694 -5.5075 0.9635
C 6.0977 -4.3562 0.4215
F 7.3364 -4.3661 -0.0789
C 5.3453 -3.1916 0.4183
F 5.9784 -2.1144 -0.0631
C 4.0462 -3.1178 0.8947
P 2.8150 -1.6750 0.7131
C 3.2667 -0.7861 -0.8327
C 2.2379 -0.7674 -1.7736
C 2.3713 -0.0931 -2.9777
C 3.5445 0.5863 -3.2602
C 4.5713 0.5996 -2.3245
C 4.4325 -0.0740 -1.1212
C 3.4819 -0.5967 2.0432
C 3.4751 -1.0945 3.3469
C 3.8643 -0.2984 4.4106
C 4.2560 1.0164 4.1924
C 4.2623 1.5215 2.9027
C 3.8855 0.7172 1.8350
C 3.5596 -4.2986 1.4728
Br 1.8799 -4.3789 2.3419
C 4.2979 -5.4679 1.5073
F 3.8217 -6.5869 2.0631
H 1.3041 -1.2715 -1.5531
H 1.5472 -0.0874 -3.6797
H 3.6554 1.1174 -4.1974
H 5.4836 1.1478 -2.5244
H 5.2247 -0.0025 -0.3925
H 3.1386 -2.1057 3.5385
H 3.8412 -0.6999 5.4159
H 4.5389 1.6465 5.0258
H 4.5332 2.5541 2.7183
H 3.8640 1.1402 0.8417
C -7.4221 -0.0788 1.5276
C -5.9782 -0.0436 1.0980
C -5.3308 1.1505 0.7945
C -4.0215 1.1980 0.3548
C -3.4274 2.5463 0.1568
O -3.8071 3.4916 0.8278
C -2.4488 2.8009 -0.9535
C -1.5471 3.8493 -0.8224
C -0.6578 4.1391 -1.8459
C -0.6793 3.3928 -3.0156
C -1.5928 2.3555 -3.1594
C -2.4660 2.0567 -2.1272
C -3.2322 -0.0021 0.2182
O -2.0532 0.0279 -0.2172
C -3.8860 -1.2332 0.6170
C -5.2271 -1.2047 1.0098
C -3.1865 -2.5223 0.6412
N -1.9073 -2.6749 0.6026
C -1.3397 -4.0237 0.6046
C -1.3494 -4.7199 -0.7506
Te -0.5095 -3.5763 -2.3627
C -2.3914 -2.9514 -3.0829
C -3.1528 -3.7976 -3.8856
C -4.4265 -3.4165 -4.2861
C -4.9398 -2.1869 -3.8930
C -4.1781 -1.3398 -3.1011
C -2.9020 -1.7161 -2.6953
C -4.0934 -3.7262 0.7271
C -4.7772 -4.1550 -0.4059
C -5.6144 -5.2594 -0.3441
C -5.7883 -5.9369 0.8551
C -5.1241 -5.5012 1.9931
C -4.2812 -4.4006 1.9281
H -7.8122 0.9327 1.6471
H -7.5485 -0.5956 2.4819
H -8.0540 -0.5902 0.7965
H -5.8556 2.0944 0.9084
H -1.5427 4.4181 0.0991
H 0.0607 4.9386 -1.7237
H 0.0194 3.6144 -3.8135
H -1.6126 1.7676 -4.0688
H -3.1610 1.2338 -2.2225
H -5.7117 -2.1368 1.2817
H -1.8393 -4.6844 1.3215
H -0.3071 -3.9270 0.9327
H -2.3619 -4.9478 -1.0778
H -0.7923 -5.6544 -0.6924
H -2.7530 -4.7566 -4.1915
H -5.0175 -4.0801 -4.9054
H -5.9367 -1.8938 -4.1978
H -4.5854 -0.3923 -2.7696
H -2.3269 -1.0732 -2.0361
H -4.6551 -3.6123 -1.3349
H -6.1365 -5.5856 -1.2348
H -6.4441 -6.7970 0.9045
H -5.2650 -6.0161 2.9350
H -3.7699 -4.0517 2.8179
C 3.5378 7.4137 1.0613
C 3.4560 6.1585 0.1921
C 2.8298 6.5551 -1.1516
C 4.8823 5.6452 -0.0509
C 2.6328 5.0460 0.8441
C 2.1407 5.1404 2.1439
C 1.4224 4.1022 2.7524
C 1.2143 2.9637 2.0154
O 0.6055 1.7993 2.3690
B 0.7046 0.9135 1.2645
O 1.3668 1.6410 0.2170
C 1.6835 2.8624 0.7134
C 2.3947 3.8708 0.1127
H 4.0938 8.1890 0.5297
H 4.0553 7.2198 2.0022
H 2.5457 7.8063 1.2902
H 3.4074 7.3593 -1.6143
H 1.8058 6.9060 -1.0106
H 2.8036 5.7181 -1.8499
H 5.4920 6.4141 -0.5331
H 4.8784 4.7619 -0.6912
H 5.3563 5.3718 0.8939
H 2.3111 6.0386 2.7202
H 1.0568 4.1906 3.7665
H 2.7533 3.7397 -0.9008
```